No. 1
{
  "formula": "C42H55Cl56NO4PS",
  "method": "ωB97M-V with the def2-TZVPD basis set",
  "symbols": ["C", "C", "C", "O", "C", "C", "C", "C", "C", "C", "C", "O", "C", "C", "O", "C", "P", "S", "N", "O", "C", "C", "C", "C", "C", "C", "C", "C", "C", "C", "C", "C", "C", "C", "C", "H", "H", "H", "H", "H", "H", "H", "H", "H", "H", "H", "H", "H", "H", "H", "H", "H", "H", "H", "H", "H", "H", "H", "H", "H", "H", "H", "H", "H", "H", "H", "H", "H", "H", "H", "H", "H", "H", "H", "H", "H", "H", "H", "H", "H", "H", "H", "H", "H", "H", "H", "H", "H", "H", "H", "C", "Cl", "Cl", "Cl", "Cl", "C", "Cl", "Cl", "Cl", "Cl", "C", "Cl", "Cl", "Cl", "Cl", "C", "Cl", "Cl", "Cl", "Cl", "C", "Cl", "Cl", "Cl", "Cl", "C", "Cl", "Cl", "Cl", "Cl", "C", "Cl", "Cl", "Cl", "Cl", "C", "Cl", "Cl", "Cl", "Cl", "C", "Cl", "Cl", "Cl", "Cl", "C", "Cl", "Cl", "Cl", "Cl", "C", "Cl", "Cl", "Cl", "Cl", "C", "Cl", "Cl", "Cl", "Cl", "C", "Cl", "Cl", "Cl", "Cl", "C", "Cl", "Cl", "Cl", "Cl"],
  "xyz": [[0.12, 4.18, 2.94], [-0.97, 3.79, 1.94], [-0.74, 2.39, 1.37], [0.64, 2.08, 1.34], [0.84, 0.68, 1.26], [2.32, 0.41, 1.36], [2.65, -0.98, 1.94], [4.10, -1.37, 1.72], [5.12, -0.26, 2.04], [5.79, 0.34, 0.80], [6.84, -0.56, 0.15], [6.28, -1.58, -0.68], [5.87, -1.29, -1.94], [6.06, 0.09, -2.51], [5.36, -2.16, -2.59], [0.11, 0.00, 0.06], [1.11, -0.33, -1.49], [2.20, -1.92, -1.39], [-1.26, 0.63, -0.20], [-2.24, -0.02, 0.58], [-1.34, 2.15, -0.03], [-2.81, 2.60, 0.03], [-3.81, 1.96, -0.95], [-5.17, 1.73, -0.26], [-6.14, 1.09, -1.27], [-5.72, 3.05, 0.32], [-6.11, 3.07, 1.81], [-6.77, 1.85, 2.42], [-8.07, 1.53, 2.36], [-8.72, 0.82, 3.51], [-8.95, 1.81, 1.17], [-0.46, 2.90, -1.02], [-0.89, 3.16, -2.48], [-1.24, 1.93, -3.31], [-1.93, 4.28, -2.64], [1.06, 4.39, 2.44], [0.30, 3.34, 3.61], [-0.20, 5.03, 3.54], [-1.91, 3.74, 2.49], [-1.09, 4.53, 1.16], [-1.20, 1.69, 2.10], [0.40, 0.26, 2.17], [2.86, 0.61, 0.43], [2.68, 1.14, 2.08], [2.39, -0.95, 3.00], [1.99, -1.73, 1.49], [4.22, -1.68, 0.68], [4.36, -2.25, 2.31], [5.89, -0.62, 2.73], [4.65, 0.57, 2.56], [5.01, 0.56, 0.07], [6.31, 1.26, 1.09], [7.36, -1.09, 0.94], [7.60, 0.02, -0.38], [7.06, 0.21, -2.92], [5.35, 0.16, -3.33], [5.88, 0.91, -1.81], [-0.12, -1.03, 0.35], [1.85, 0.80, -1.83], [0.09, -0.53, -2.44], [-1.54, 0.37, -1.16], [-1.81, -0.23, 1.43], [-3.18, 2.33, 1.03], [-2.85, 3.68, -0.04], [-4.00, 2.58, -1.83], [-3.48, 0.96, -1.25], [-4.99, 0.99, 0.52], [-6.73, 0.30, -0.82], [-5.57, 0.62, -2.08], [-6.78, 1.83, -1.74], [-6.61, 3.31, -0.25], [-5.03, 3.88, 0.15], [-5.24, 3.29, 2.42], [-6.79, 3.91, 1.95], [-6.12, 1.20, 3.00], [-9.07, 1.57, 4.22], [-9.56, 0.19, 3.20], [-8.01, 0.19, 4.06], [-8.68, 1.09, 0.40], [-8.81, 2.81, 0.75], [-10.00, 1.65, 1.40], [0.55, 2.50, -1.04], [-0.33, 3.89, -0.58], [0.02, 3.55, -2.95], [-2.10, 1.36, -2.95], [-0.35, 1.31, -3.45], [-1.50, 2.28, -4.31], [-2.82, 3.92, -3.16], [-1.52, 5.07, -3.28], [-2.20, 4.76, -1.70], [3.48, 4.52, -2.55], [5.04, 4.27, -3.30], [2.77, 2.95, -2.10], [3.65, 5.51, -1.10], [2.37, 5.31, -3.68], [-1.48, -3.10, 3.47], [-2.60, -3.50, 4.76], [-1.22, -1.33, 3.48], [0.06, -3.90, 3.71], [-2.18, -3.56, 1.92], [-0.22, -7.64, 1.36], [1.07, -6.49, 0.98], [-1.17, -7.96, -0.09], [0.47, -9.14, 1.96], [-1.28, -6.93, 2.60], [0.63, 8.81, -5.61], [1.55, 9.53, -6.93], [1.32, 9.31, -4.06], [-1.05, 9.32, -5.71], [0.72, 7.04, -5.74], [-5.55, -1.11, 7.01], [-6.49, -2.60, 7.02], [-6.05, -0.07, 8.35], [-3.83, -1.48, 7.18], [-5.82, -0.25, 5.48], [-1.42, 2.09, -8.01], [-0.58, 1.39, -9.40], [-0.50, 3.48, -7.40], [-3.04, 2.60, -8.48], [-1.54, 0.87, -6.73], [-6.47, -2.94, 11.67], [-7.68, -4.02, 10.96], [-7.25, -1.44, 12.18], [-5.72, -3.72, 13.06], [-5.24, -2.57, 10.45], [-1.40, 2.14, 6.97], [-2.15, 3.46, 6.06], [-2.52, 1.54, 8.18], [-1.00, 0.82, 5.85], [0.08, 2.71, 7.74], [5.10, -6.55, -0.12], [3.99, -7.72, -0.82], [4.18, -5.25, 0.67], [6.12, -7.34, 1.09], [6.12, -5.86, -1.38], [9.64, -8.42, -2.83], [11.13, -9.10, -2.18], [8.90, -9.56, -3.96], [8.50, -8.10, -1.52], [9.99, -6.91, -3.68], [4.77, -10.25, -4.45], [5.46, -10.83, -5.97], [5.58, -8.76, -3.97], [3.04, -9.94, -4.66], [5.00, -11.47, -3.19], [-1.81, -2.72, -10.49], [-0.20, -2.93, -11.17], [-2.53, -4.29, -10.15], [-1.68, -1.79, -8.99], [-2.82, -1.83, -11.63], [6.59, 0.41, 6.16], [7.48, 1.12, 4.80], [7.64, -0.71, 7.03], [6.05, 1.69, 7.24], [5.18, -0.46, 5.54], [4.20, 0.22, -6.74], [4.88, -0.46, -8.22], [5.12, 1.66, -6.28], [2.52, 0.69, -7.03], [4.28, -0.96, -5.44]],
  "lowdin_charge": [-0.069, -0.159, -0.279, -0.064, -0.319, -0.148, -0.205, -0.193, -0.218, -0.165, -0.166, -0.002, -0.538, 0.007, 0.046, -0.272, 0.440, 0.317, -0.029, 0.039, -0.278, -0.099, -0.157, -0.351, -0.049, -0.161, -0.177, -0.100, -0.330, -0.065, -0.040, -0.093, -0.371, -0.080, -0.037, 0.080, 0.070, 0.079, 0.113, 0.110, 0.151, 0.097, 0.091, 0.130, 0.117, 0.076, 0.065, 0.110, 0.068, 0.091, 0.092, 0.121, 0.132, 0.123, 0.106, 0.021, 0.064, 0.114, -0.091, -0.011, 0.145, 0.028, 0.120, 0.112, 0.114, 0.092, 0.129, 0.074, 0.073, 0.080, 0.099, 0.105, 0.099, 0.113, 0.070, 0.092, 0.077, 0.019, 0.075, 0.079, 0.076, 0.036, 0.132, 0.083, 0.068, 0.050, 0.042, 0.075, 0.079, 0.071, -2.014, 0.556, 0.565, 0.556, 0.515, -2.006, 0.560, 0.540, 0.554, 0.545, -2.048, 0.480, 0.533, 0.548, 0.496, -2.055, 0.547, 0.526, 0.536, 0.465, -2.036, 0.542, 0.518, 0.474, 0.552, -2.047, 0.527, 0.512, 0.549, 0.509, -2.055, 0.526, 0.525, 0.536, 0.487, -2.046, 0.527, 0.532, 0.467, 0.547, -2.034, 0.515, 0.496, 0.529, 0.523, -2.051, 0.534, 0.510, 0.483, 0.524, -2.059, 0.528, 0.484, 0.522, 0.525, -2.059, 0.528, 0.531, 0.478, 0.527, -2.055, 0.525, 0.543, 0.532, 0.532, -2.048, 0.546, 0.511, 0.498, 0.575],
  "lumo_energy_ha": -0.0821,
  "e_homo_ev": -10.23,
  "max_force_ha_per_bohr": 0.032,
  "charge": 1,
  "homo_lumo_gap_ev": 8.00
}



No. 2
{
  "formula": "C42H38ClFN5O3PSTa",
  "method": "ωB97M-V with the def2-TZVPD basis set",
  "symbols": ["Ta", "C", "C", "N", "N", "C", "S", "N", "N", "H", "H", "H", "H", "H", "H", "C", "C", "C", "C", "C", "C", "P", "C", "C", "C", "C", "C", "C", "C", "C", "C", "C", "C", "C", "H", "H", "H", "H", "H", "H", "H", "H", "H", "H", "H", "H", "H", "H", "F", "C", "C", "C", "C", "Cl", "C", "C", "C", "O", "C", "C", "O", "O", "H", "H", "H", "H", "H", "H", "H", "H", "C", "C", "C", "C", "C", "C", "N", "C", "C", "C", "C", "C", "C", "H", "H", "H", "H", "H", "H", "H", "H", "H", "H"],
  "xyz": [[0.25, -0.13, 0.27], [-5.76, 1.84, -1.26], [-4.83, 1.74, -0.11], [-5.15, 1.83, 1.15], [-3.97, 1.68, 1.80], [-2.92, 1.53, 0.99], [-1.33, 1.36, 1.62], [-3.47, 1.55, -0.24], [-2.73, 1.54, -1.42], [-6.78, 1.93, -0.87], [-5.70, 0.96, -1.89], [-5.54, 2.72, -1.86], [-3.93, 1.69, 2.81], [-3.17, 2.13, -2.12], [-2.60, 0.58, -1.74], [-2.28, 4.08, -4.42], [-1.79, 2.80, -4.64], [-0.87, 2.24, -3.76], [-0.44, 2.96, -2.65], [-0.92, 4.25, -2.44], [-1.84, 4.80, -3.32], [0.63, 2.16, -1.41], [1.73, 3.48, -0.87], [2.89, 3.83, -1.56], [3.63, 4.93, -1.16], [3.22, 5.69, -0.07], [2.08, 5.33, 0.64], [1.34, 4.22, 0.25], [1.53, 0.88, -2.30], [2.21, 0.92, -3.52], [2.72, -0.27, -4.02], [2.53, -1.46, -3.34], [1.84, -1.49, -2.14], [1.35, -0.30, -1.58], [-2.99, 4.52, -5.11], [-2.11, 2.24, -5.51], [-0.50, 1.24, -3.94], [-0.58, 4.83, -1.59], [-2.21, 5.81, -3.14], [3.21, 3.25, -2.42], [4.53, 5.20, -1.70], [3.80, 6.55, 0.24], [1.78, 5.91, 1.50], [0.46, 3.93, 0.81], [2.32, 1.84, -4.07], [3.26, -0.26, -4.97], [2.90, -2.38, -3.77], [1.69, -2.44, -1.65], [-1.35, -0.71, -0.63], [6.15, 2.70, 0.91], [5.25, 3.42, 1.87], [5.39, 4.78, 2.11], [4.53, 5.43, 2.99], [4.70, 7.15, 3.23], [3.53, 4.75, 3.64], [3.38, 3.38, 3.42], [4.25, 2.73, 2.55], [4.21, 1.38, 2.32], [3.26, 0.63, 3.02], [1.85, 0.72, 2.44], [0.87, 0.54, 3.14], [1.76, 0.90, 1.14], [6.86, 3.38, 0.46], [5.56, 2.22, 0.13], [6.70, 1.90, 1.42], [6.16, 5.34, 1.61], [2.86, 5.27, 4.31], [2.59, 2.86, 3.93], [3.22, 0.88, 4.08], [3.55, -0.42, 2.92], [-1.89, -2.97, 4.28], [-0.52, -2.86, 4.49], [0.32, -2.49, 3.46], [-0.21, -2.23, 2.20], [-1.57, -2.37, 1.97], [-2.41, -2.73, 3.02], [0.69, -1.83, 1.14], [1.79, -2.71, 0.90], [1.57, -4.08, 0.81], [2.63, -4.94, 0.54], [3.91, -4.44, 0.37], [4.13, -3.07, 0.46], [3.08, -2.21, 0.73], [-2.54, -3.27, 5.09], [-0.11, -3.06, 5.47], [1.39, -2.39, 3.62], [-1.97, -2.21, 0.98], [-3.47, -2.83, 2.84], [0.57, -4.47, 0.95], [2.45, -6.00, 0.47], [4.73, -5.11, 0.16], [5.12, -2.67, 0.32], [3.25, -1.14, 0.77]],
  "lowdin_charge": [1.656, 0.009, -0.303, 0.145, 0.037, -0.641, 0.723, -0.061, 0.131, 0.094, 0.094, 0.090, 0.166, 0.100, 0.097, -0.081, -0.080, -0.109, -0.357, -0.083, -0.072, 1.050, -0.365, -0.065, -0.061, -0.074, -0.068, -0.105, -0.409, -0.083, -0.054, -0.054, -0.089, -0.315, 0.107, 0.109, 0.106, 0.102, 0.109, 0.095, 0.112, 0.104, 0.112, 0.093, 0.113, 0.113, 0.112, 0.095, -0.442, -0.020, -0.191, -0.076, -0.686, 0.675, -0.108, 0.000, -0.214, -0.020, -0.098, -0.600, 0.000, -0.239, 0.082, 0.083, 0.089, 0.119, 0.112, 0.114, 0.142, 0.139, -0.072, -0.054, -0.023, -0.317, -0.055, -0.071, -0.137, -0.305, -0.017, -0.062, -0.075, -0.063, -0.053, 0.108, 0.112, 0.124, 0.093, 0.107, 0.124, 0.110, 0.107, 0.112, 0.098],
  "lumo_energy_ha": -0.1146,
  "e_homo_ev": -10.32,
  "max_force_ha_per_bohr": 0.011,
  "e_above_lowest_ev": 0.687,
  "charge": 1,
  "homo_lumo_gap_ev": 7.20
}



No. 3
{
  "formula": "C24H42CeCl3N4O3SSi",
  "method": "ωB97M-V with the def2-TZVPD basis set",
  "symbols": ["C", "C", "H", "H", "H", "C", "C", "H", "H", "H", "H", "Ce", "Cl", "Cl", "C", "O", "N", "C", "C", "H", "H", "H", "H", "H", "H", "H", "H", "H", "C", "C", "N", "H", "C", "O", "H", "H", "H", "H", "O", "C", "C", "C", "H", "C", "H", "C", "H", "C", "C", "H", "H", "H", "Si", "Cl", "C", "C", "C", "H", "H", "H", "H", "H", "H", "H", "H", "H", "C", "N", "C", "C", "N", "C", "S", "H", "H", "H", "H", "H", "H"],
  "xyz": [[1.67, -1.95, -4.70], [1.11, -0.77, -3.90], [1.99, -1.69, -5.73], [0.91, -2.75, -4.85], [2.56, -2.34, -4.19], [0.50, 0.26, -4.52], [-0.06, 0.04, -5.87], [0.61, 1.30, -4.21], [-0.63, -0.90, -5.92], [0.80, -0.03, -6.56], [-0.68, 0.87, -6.21], [-1.88, -0.50, 2.34], [0.69, -0.98, 3.19], [-3.77, -2.20, 2.07], [-0.21, 2.17, 2.26], [-1.33, 1.70, 2.69], [-0.13, 3.45, 1.91], [-1.25, 4.33, 1.70], [1.17, 4.04, 1.95], [0.70, 1.58, 2.35], [-2.06, 3.81, 1.21], [-0.87, 5.11, 1.04], [-1.61, 4.76, 2.64], [1.88, 3.27, 1.71], [1.40, 4.43, 2.95], [1.19, 4.82, 1.20], [-1.50, -1.02, -2.25], [-2.60, 1.65, -3.78], [-2.59, -0.85, -2.27], [-3.42, 1.32, -3.13], [-2.96, 0.54, -2.00], [-3.05, -1.55, -1.57], [-3.11, 1.12, -0.77], [-3.06, 0.57, 0.35], [-3.95, 2.19, -2.74], [-3.28, 2.21, -0.89], [-2.93, -1.08, -3.28], [-4.11, 0.72, -3.74], [1.29, -1.57, -1.40], [1.60, -0.59, -2.41], [0.15, 1.42, -1.97], [1.41, 0.84, -1.89], [-0.71, 0.82, -2.30], [-0.03, 2.78, -1.69], [2.70, -0.52, -2.74], [2.51, 1.62, -1.55], [-1.07, 3.19, -1.67], [1.07, 3.59, -1.40], [2.34, 3.00, -1.31], [3.51, 1.18, -1.48], [0.96, 4.67, -1.24], [3.20, 3.58, -0.98], [0.99, -3.41, -0.53], [-1.00, -1.55, 0.46], [-0.55, -4.66, -0.29], [1.97, -3.51, 1.06], [1.89, -4.07, -2.05], [-1.41, -4.29, 0.31], [-0.22, -5.60, 0.20], [-0.93, -5.01, -1.28], [1.12, -4.27, -2.80], [2.56, -4.95, -1.99], [2.48, -3.20, -2.37], [1.64, -2.86, 1.89], [3.04, -3.32, 0.85], [1.95, -4.55, 1.42], [0.42, -2.22, 6.74], [0.08, -0.87, 6.37], [0.99, 0.12, 6.67], [0.51, 1.28, 6.13], [-0.73, 0.97, 5.53], [-0.98, -0.39, 5.65], [-2.21, -1.27, 4.92], [-0.48, -2.78, 7.00], [1.01, -2.74, 5.97], [1.09, -2.09, 7.60], [1.88, -0.19, 7.19], [0.94, 2.26, 6.15], [-1.17, 1.49, 4.71]],
  "mulliken_spin": [0.000, 0.001, 0.000, 0.000, 0.000, -0.001, 0.000, 0.000, 0.000, 0.000, 0.000, 1.013, -0.001, -0.003, 0.004, -0.001, 0.002, 0.000, 0.000, -0.002, 0.000, 0.000, 0.000, 0.000, 0.000, 0.000, 0.001, 0.000, -0.001, 0.000, 0.000, 0.000, 0.001, -0.001, 0.000, 0.000, 0.000, 0.000, -0.001, 0.000, 0.001, -0.002, 0.003, -0.001, 0.000, 0.000, 0.000, 0.000, 0.000, 0.000, 0.000, 0.000, 0.001, -0.012, 0.000, 0.001, 0.000, 0.000, 0.000, 0.000, 0.000, 0.000, 0.000, 0.000, 0.000, 0.000, 0.000, 0.000, 0.001, -0.001, 0.000, 0.000, -0.003, 0.000, 0.000, 0.000, 0.000, 0.000, 0.000],
  "lumo_energy_ha": [0.0025, 0.0025],
  "e_homo_ev": [-7.16, -7.96],
  "multiplicity": 2,
  "s_squared": 0.75,
  "max_force_ha_per_bohr": 0.092,
  "homo_lumo_gap_ev": [7.23, 8.02]
}



No. 4
{
  "formula": "C31H34BCl2CrN10O5",
  "method": "ωB97M-V with the def2-TZVPD basis set",
  "symbols": ["Cr", "C", "C", "C", "C", "C", "N", "N", "B", "N", "N", "C", "C", "C", "C", "C", "N", "N", "C", "C", "C", "C", "C", "H", "H", "H", "H", "H", "H", "H", "H", "H", "H", "H", "H", "H", "H", "H", "H", "H", "H", "H", "H", "H", "H", "Cl", "C", "C", "C", "Cl", "C", "O", "C", "C", "O", "C", "H", "H", "H", "N", "C", "N", "N", "C", "N", "H", "H", "H", "H", "O", "C", "C", "C", "C", "C", "C", "C", "O", "O", "H", "H", "H", "H", "H"],
  "xyz": [[-0.65, 0.93, -0.31], [-4.12, 0.19, -0.55], [-3.39, -0.27, 0.67], [-3.96, -0.89, 1.79], [-2.92, -1.12, 2.65], [-2.93, -1.80, 3.98], [-1.80, -0.65, 2.08], [-2.08, -0.14, 0.86], [-0.36, -0.85, 2.58], [0.26, -2.00, 1.76], [-0.47, -2.62, 0.80], [0.32, -3.54, 0.26], [-0.17, -4.38, -0.87], [1.58, -3.53, 0.89], [1.49, -2.55, 1.84], [2.52, -2.11, 2.83], [0.37, 0.54, 2.52], [0.19, 1.45, 1.51], [0.73, 2.60, 1.89], [0.72, 3.83, 1.04], [1.27, 2.46, 3.17], [1.00, 1.16, 3.54], [1.27, 0.55, 4.88], [-5.19, 0.00, -0.41], [-3.98, 1.25, -0.72], [-3.79, -0.35, -1.43], [-5.00, -1.13, 1.93], [-3.96, -2.04, 4.25], [-2.35, -2.72, 3.96], [-2.51, -1.16, 4.76], [-0.37, -1.14, 3.75], [-1.20, -4.11, -1.10], [0.44, -4.23, -1.76], [-0.14, -5.45, -0.62], [2.44, -4.15, 0.67], [3.41, -2.73, 2.73], [2.82, -1.07, 2.67], [2.14, -2.21, 3.85], [-0.27, 4.02, 0.65], [1.03, 4.69, 1.65], [1.40, 3.73, 0.20], [1.77, 3.21, 3.75], [1.77, 1.29, 5.50], [0.35, 0.25, 5.37], [1.91, -0.33, 4.82], [-2.92, 6.44, -4.37], [-2.59, 5.24, -3.13], [-3.52, 5.05, -2.12], [-3.24, 4.08, -1.16], [-4.40, 3.85, 0.13], [-2.09, 3.30, -1.16], [-1.90, 2.39, -0.23], [-1.11, 3.56, -2.19], [0.13, 2.91, -2.21], [0.56, 2.03, -1.35], [-1.42, 4.53, -3.19], [-4.43, 5.63, -2.07], [0.82, 3.16, -3.02], [-0.70, 4.71, -3.98], [-0.25, -2.21, -4.19], [-1.25, -1.59, -4.81], [-1.64, -2.07, -6.03], [-1.94, -0.57, -4.34], [-1.64, -0.18, -3.13], [-1.41, 0.20, -2.06], [0.20, -2.99, -4.62], [0.18, -1.85, -3.31], [-0.97, -2.56, -6.59], [-2.28, -1.47, -6.52], [3.76, -2.61, -2.24], [4.09, -1.73, -1.28], [5.41, -1.67, -0.85], [5.78, -0.76, 0.13], [4.85, 0.09, 0.70], [3.53, 0.01, 0.29], [3.13, -0.89, -0.69], [1.69, -0.95, -1.10], [1.40, -1.57, -2.16], [0.88, -0.36, -0.35], [2.80, -2.43, -2.42], [6.13, -2.33, -1.31], [6.82, -0.72, 0.45], [5.14, 0.80, 1.46], [2.77, 0.66, 0.72]],
  "mulliken_spin": [3.155, -0.006, 0.012, 0.002, 0.009, -0.001, 0.002, -0.036, -0.043, 0.013, 0.005, 0.000, 0.000, -0.001, 0.003, 0.000, 0.003, -0.034, 0.014, 0.015, 0.004, 0.011, -0.001, 0.000, 0.006, 0.001, 0.000, 0.000, 0.001, 0.000, 0.000, 0.000, 0.000, 0.000, 0.000, 0.000, 0.000, 0.000, -0.007, 0.000, -0.004, 0.001, 0.000, 0.000, 0.000, -0.002, -0.126, 0.262, -0.074, 0.000, 0.136, -0.004, -0.012, 0.430, 0.138, 0.166, 0.027, -0.007, 0.014, 0.001, 0.000, 0.001, 0.002, 0.028, -0.062, 0.000, -0.003, 0.000, 0.000, 0.000, 0.001, -0.001, 0.001, -0.001, 0.002, 0.004, -0.036, 0.005, -0.018, 0.001, 0.000, 0.000, 0.000, 0.005],
  "lumo_energy_ha": [0.0814, 0.0812],
  "e_homo_ev": [-2.73, -5.09],
  "multiplicity": 5,
  "s_squared": 6.05,
  "max_force_ha_per_bohr": 0.004,
  "e_above_lowest_ev": 0.055,
  "charge": -1,
  "homo_lumo_gap_ev": [4.94, 7.30]
}